#A
A molecular structure, C6H15NO2. Source: the Open Molecules 2025 dataset; level of theory: the ωB97M-V functional and the def2-TZVPD basis.

Atoms and positions in Å:
C (-0.754, 0.772, 0.598)
C (0.131, -0.651, -0.737)
C (1.201, -0.811, 0.198)
C (-1.645, 1.697, -0.215)
C (-1.553, 0.232, 1.774)
C (1.903, -2.326, -0.748)
N (0.404, -0.040, -1.938)
O (0.271, 1.643, 1.134)
O (2.223, 0.098, 0.231)
H (-0.079, 2.311, 1.744)
H (1.817, 0.953, -0.037)
H (-0.565, -1.486, -0.767)
H (0.978, -1.291, 1.143)
H (0.298, 0.964, -1.978)
H (0.045, -0.454, -2.785)
H (-2.487, 1.149, -0.641)
H (-2.086, 2.516, 0.377)
H (-1.074, 2.163, -1.019)
H (-0.948, -0.417, 2.410)
H (-2.435, -0.314, 1.437)
H (-1.922, 1.037, 2.432)
H (2.693, -2.591, -0.050)
H (2.341, -1.976, -1.678)
H (1.243, -3.178, -0.886)

Results
E_LUMO: 0.7 eV
Highest occupied orbital energy: -7.5 eV
Kohn-Sham gap: 8.2530 eV

#B
A molecular structure, C6H15NO2. Source: the Open Molecules 2025 dataset; level of theory: the ωB97M-V functional and the def2-TZVPD basis.

Atoms and positions in Å:
C (0.005, 1.421, -0.569)
C (1.325, 1.268, -0.225)
C (-0.880, 2.362, 0.188)
C (-0.517, 0.945, -1.886)
O (-1.097, -0.546, 0.504)
H (-1.617, -0.261, 1.270)
H (1.767, 1.990, 0.454)
H (2.014, 0.925, -0.989)
H (1.365, 0.042, 0.779)
H (-0.514, 2.531, 1.199)
H (-0.899, 3.327, -0.326)
H (-1.901, 1.986, 0.227)
H (-0.659, 1.802, -2.549)
H (-1.481, 0.457, -1.764)
H (0.165, 0.245, -2.362)
C (-0.106, -2.589, -0.282)
C (-0.405, -1.783, 0.969)
N (1.257, -1.009, 1.420)
O (-0.900, -2.296, 1.969)
H (1.149, -0.828, 2.412)
H (2.046, -1.636, 1.307)
H (0.355, -3.534, -0.002)
H (-1.036, -2.790, -0.811)
H (0.563, -2.028, -0.935)

Results
E_LUMO: 0.7 eV
Highest occupied orbital energy: -8.7 eV
Kohn-Sham gap: 9.4179 eV

#C
2 unconnected molecules or ions with the total composition C6H15NO2. Source: the Open Molecules 2025 dataset; level of theory: the ωB97M-V functional and the def2-TZVPD basis.

Atoms and positions in Å:
C (0.276, 0.346, -1.689)
C (-0.531, 0.198, 0.819)
C (0.694, 1.768, -2.004)
C (0.645, 0.924, 1.409)
C (-1.607, -0.231, 1.774)
C (0.567, -2.054, 0.752)
N (-0.856, 0.438, -0.432)
O (-0.531, -0.133, -2.743)
O (1.208, -0.483, -1.309)
H (-0.248, -1.045, -2.889)
H (0.836, -1.231, -0.241)
H (-1.718, 0.007, -0.748)
H (-0.177, 2.354, -2.291)
H (1.400, 1.744, -2.833)
H (1.173, 2.224, -1.140)
H (0.911, 0.500, 2.374)
H (1.505, 0.873, 0.746)
H (0.372, 1.974, 1.550)
H (-2.388, -0.807, 1.276)
H (-2.064, 0.658, 2.216)
H (-1.190, -0.827, 2.584)
H (1.339, -2.731, 0.373)
H (-0.391, -2.557, 0.636)
H (0.776, -1.910, 1.809)

Results
E_LUMO: 0.5 eV
Highest occupied orbital energy: -8.5 eV
Kohn-Sham gap: 8.9802 eV

What is the stability order? It is #B, #C, #A, from most stable to least stable.